Entry 1:
Density functional theory data (the ωB97M-V functional and the def2-TZVPD basis) for C5H12I2N as an isolated structure in a non-equilibrium geometry.

```
20
Properties=species:S:1:pos:R:3:forces:R:3:mulliken_charge:R:1
C -1.257479 -0.492877 2.370677 5.1 0.3 1.9 -1.4920
C 0.497393 1.218420 1.366545 -1.9 -2.7 1.7 -1.1462
C -0.511486 0.019381 1.123622 -1.0 1.0 0.2 0.7709
C 0.160955 -1.162952 0.537200 0.5 1.3 2.9 -0.2934
C 1.064433 0.418339 -2.429831 -3.2 0.2 -0.7 -1.1002
N 0.034820 -1.424161 -0.648638 -0.2 -1.8 -4.0 -0.5588
I 0.313204 0.004380 -4.758262 2.6 -0.2 -0.2 0.3346
I 0.374868 2.321400 -2.049879 0.1 0.0 -0.1 0.3418
H -2.166519 -0.888754 2.212896 -3.1 -1.7 -1.0 0.4311
H -0.586587 -1.249065 2.990872 -1.4 1.4 -1.3 0.3068
H -1.393501 0.337693 3.017334 -0.2 0.8 0.8 0.3868
H 0.788182 1.552270 0.447237 1.0 0.8 -2.1 0.1134
H 1.360083 0.935342 1.959649 -0.1 0.3 0.4 0.3143
H -0.195377 1.931817 1.764270 0.4 0.9 0.8 0.4004
H -1.313973 0.526809 0.484408 1.1 -1.2 0.2 0.1086
H 0.801974 -1.695672 1.262943 -0.2 -0.2 -0.4 0.3425
H 2.079682 0.331331 -2.503965 2.6 -0.1 -0.5 0.6115
H -1.091890 -0.018662 -4.188437 -2.2 0.0 0.9 0.2061
H 0.502946 -0.424426 -1.942438 0.0 0.8 -0.3 0.6689
H 0.538274 -2.240610 -1.016203 -0.1 0.0 0.7 0.2529
```
Forces are in eV/Å.

The highest occupied orbital energy is -0.4904 Ha. The LUMO energy comes out at -0.2114 Ha. For the energy above the lowest of the compared OMol25 structures with the same formula, charge and spin, the calculation gives 95.6 kcal/mol. Its charge is +1. As for the calculated total energy: -23060.18242 eV.



Entry 2:
Density functional theory data (the ωB97M-V functional and the def2-TZVPD basis) for C26H21BCl2F2NORe as an isolated structure in a non-equilibrium geometry.

```
55
Properties=species:S:1:pos:R:3:forces:R:3:lowdin_spin:R:1
Re 0.705057 0.127436 0.080008 0.4 1.1 0.8 0.6954
C -0.756931 4.046020 2.247276 0.0 0.0 0.0 0.0013
C 0.163587 2.856224 2.218982 0.0 0.2 0.0 0.0106
C 1.506412 2.994646 1.903786 0.0 0.2 0.1 0.0091
C 2.367543 1.899674 1.841260 -0.1 -0.1 0.0 0.0135
C 3.805765 2.081463 1.470456 0.0 0.0 0.0 0.0025
C 1.872610 0.628055 2.191916 0.0 0.1 -0.2 -0.0076
C 0.533033 0.461000 2.570611 -0.3 -0.2 0.1 -0.0022
C 0.070487 -0.797625 3.256515 0.1 0.0 0.1 0.0008
C -0.317842 1.572913 2.489078 -0.2 -0.1 0.0 0.0203
H -0.797831 4.470172 3.252861 0.0 0.0 0.0 0.0005
H -1.772955 3.770616 1.964057 0.0 0.0 0.0 0.0001
H -0.411397 4.827104 1.570773 0.0 0.0 0.0 0.0002
H 1.891233 3.978467 1.657313 0.0 0.0 0.0 0.0003
H 3.899157 2.670956 0.557640 0.0 0.0 0.0 0.0002
H 4.299633 1.126410 1.311503 0.0 0.0 0.0 0.0002
H 4.328021 2.616202 2.267045 0.0 0.0 0.0 0.0011
H 2.552200 -0.212929 2.280882 0.1 0.1 0.0 0.0002
H 0.187514 -0.668163 4.335309 0.0 0.0 0.0 -0.0003
H 0.662830 -1.663234 2.960034 0.0 0.0 0.0 -0.0003
H -0.976184 -1.006830 3.051509 0.0 0.0 0.0 0.0003
H -1.368093 1.438326 2.728461 0.0 0.0 0.0 0.0008
Cl 5.488511 0.180421 -1.351253 -0.1 0.0 -0.1 0.0011
C 4.109967 -0.179337 -2.319874 0.7 0.0 -0.3 0.0035
C 4.296293 -0.515076 -3.687235 0.1 0.1 0.3 -0.0005
C 3.233136 -0.812198 -4.479728 -0.1 -0.1 -0.2 0.0029
Cl 3.484835 -1.223106 -6.139203 0.0 0.0 0.1 0.0008
C 1.909667 -0.795326 -3.958273 0.0 -0.1 -0.2 -0.0001
C 0.728581 -1.090926 -4.670507 0.2 0.0 -0.1 -0.0004
C -0.471026 -1.035494 -4.022016 -0.2 0.0 0.1 -0.0003
C -0.521614 -0.689242 -2.661822 0.0 0.0 -0.2 -0.0005
N 0.566838 -0.412311 -1.967095 -0.2 0.0 -0.3 -0.0007
C 1.775834 -0.456982 -2.612803 -0.5 -0.1 0.2 0.0014
C 2.862292 -0.146434 -1.797076 -0.3 0.4 1.4 0.0052
O 2.543620 0.167381 -0.491081 0.3 -0.8 -1.2 0.0378
H 5.298981 -0.535212 -4.090608 0.0 0.0 0.0 -0.0001
H 0.784103 -1.354726 -5.718235 0.0 0.0 0.0 0.0000
H -1.395745 -1.246858 -4.539706 0.0 0.0 0.0 0.0001
H -1.458880 -0.628957 -2.128604 0.0 0.0 0.0 -0.0001
F 0.733446 2.916013 -0.908922 -0.4 -0.1 -0.1 0.0006
B -0.124363 1.958071 -0.531073 0.4 0.0 0.1 0.0016
F -1.422183 2.221181 -0.604244 0.1 0.1 -0.1 -0.0008
C -0.978745 -0.845624 0.335765 -0.1 -0.7 -0.1 -0.0055
C -2.031098 -1.459159 0.495740 -0.1 0.1 -0.1 0.1323
C -3.291057 -2.106992 0.671981 0.2 0.1 0.0 0.0144
C -3.917789 -2.080732 1.921863 -0.1 0.0 0.0 0.0205
C -5.140626 -2.705215 2.091095 0.0 0.0 0.0 -0.0022
C -5.735054 -3.365203 1.023275 -0.1 0.0 0.0 0.0213
C -5.115447 -3.400756 -0.220099 0.0 0.0 0.0 -0.0021
C -3.897700 -2.769407 -0.400367 0.0 0.0 0.0 0.0207
H -3.446475 -1.563455 2.747804 0.0 0.0 0.0 0.0009
H -5.630551 -2.680232 3.055127 0.0 0.0 0.0 -0.0005
H -6.689503 -3.856742 1.161254 0.0 0.0 0.0 0.0012
H -5.585400 -3.917221 -1.046373 0.0 0.0 0.0 -0.0005
H -3.406697 -2.787051 -1.364985 0.0 0.0 0.0 0.0009
```
Forces are in eV/Å.

The highest occupied orbital energy (alpha / beta) is -0.4026 / -0.4114 Ha. The LUMO energy (alpha / beta) comes out at -0.1637 / -0.1699 Ha. For the energy above the lowest of the compared OMol25 structures with the same formula, charge and spin, the calculation gives 37.6 kcal/mol. Its charge is +1. As for the calculated total energy: -64122.99529 eV. Its spin multiplicity is 2.



Entry 3:
Density functional theory data (the ωB97M-V functional and the def2-TZVPD basis) for C18H23BCl2F3N4O4PdS as an isolated structure.

```
57
Properties=species:S:1:pos:R:3:forces:R:3:mulliken_charge:R:1
Pd -0.872626 1.112489 -0.172335 -0.3 0.0 -0.2 0.0447
N 5.146476 0.829423 2.991013 0.0 0.0 0.0 -0.6275
C 4.390454 0.854733 1.807853 0.0 0.0 0.0 1.1333
C 4.773969 1.667421 0.742387 0.0 0.0 0.0 -0.7386
C 4.042255 1.670572 -0.433371 0.0 0.0 0.0 -0.3467
C 2.932584 0.849776 -0.557437 0.0 0.1 0.0 -0.2578
C 2.547660 0.025253 0.491741 0.0 0.0 0.0 -0.0161
C 3.274871 0.030769 1.668605 0.0 0.0 0.0 -1.0524
S 1.971941 0.868633 -2.043100 -0.1 0.0 -0.1 1.1391
O 1.586898 -0.493915 -2.305925 0.0 0.0 0.0 -0.6422
O 2.735133 1.573423 -3.041379 0.0 0.0 0.0 -0.7464
N 0.595209 1.653046 -1.693184 0.0 0.0 0.3 -0.5808
C 0.603048 2.948385 -1.280927 0.0 -0.1 -0.1 0.9743
N -0.641350 3.375437 -0.916134 0.3 -0.2 0.3 -0.4935
C -0.740261 4.585433 -0.397359 0.0 0.1 0.0 -0.1063
C 0.347825 5.435049 -0.270648 0.0 0.0 0.0 -0.7563
C 1.565360 4.909423 -0.674177 0.0 -0.1 0.0 -0.1121
N 1.716678 3.687415 -1.158592 0.1 0.1 -0.1 -0.3666
H 5.644515 1.687906 3.169096 0.0 0.0 0.0 0.2239
H 4.613025 0.550474 3.800206 0.0 0.0 0.0 0.2384
H 5.646332 2.304334 0.841989 0.0 0.0 0.0 0.2746
H 4.311929 2.311314 -1.260821 0.0 0.0 0.0 0.4875
H 1.675950 -0.610083 0.396147 0.1 0.0 0.0 0.4227
H 2.968535 -0.605303 2.491603 0.0 0.0 0.0 0.3169
H -1.732932 4.884313 -0.074876 0.0 0.0 0.0 0.3928
H 0.259109 6.429803 0.139353 0.0 0.0 0.0 0.3709
H 2.475230 5.497525 -0.585367 0.0 0.0 0.0 0.3865
Cl -6.176419 -0.125271 -2.613604 0.0 0.0 0.0 -0.1971
C -5.452671 1.406243 -2.055240 0.0 0.0 0.1 -0.3397
Cl -3.702103 1.361164 -2.010578 0.0 0.0 -0.1 -0.0140
H -5.817456 1.587494 -1.050906 0.0 0.0 0.0 0.2227
H -5.774799 2.180260 -2.741583 0.0 0.0 0.0 0.3037
C -0.270592 -3.944659 1.533325 0.0 0.0 0.0 -2.0042
C -0.460018 -3.035173 0.333092 0.0 0.0 0.0 1.8593
C 0.533952 -3.390132 -0.766198 0.0 0.0 0.0 -1.9582
O -0.184040 -1.677747 0.734964 0.0 -0.1 0.0 -0.4156
B -1.023532 -0.844978 0.006179 0.2 0.0 -0.1 0.4617
O -2.001448 -1.573614 -0.644401 0.0 0.0 0.0 -0.1725
C -1.926879 -2.934591 -0.180617 0.0 0.0 0.0 1.7699
C -2.959897 -3.082053 0.931388 0.0 0.0 0.0 -1.9579
C -2.259439 -3.860005 -1.336518 0.0 0.0 0.0 -1.9139
H 0.782810 -3.953071 1.816848 0.0 0.0 0.0 0.4663
H -0.567812 -4.968424 1.291847 0.0 0.0 0.0 0.3303
H -0.852388 -3.598477 2.385664 0.0 0.0 0.0 0.3736
H 1.544780 -3.260253 -0.377115 0.0 0.0 0.0 0.4623
H 0.430748 -2.720584 -1.619459 0.0 0.0 0.0 0.3801
H 0.415657 -4.425025 -1.094433 0.0 0.0 0.0 0.3888
H -2.732345 -2.411632 1.760058 0.0 0.0 0.0 0.3212
H -3.009265 -4.108862 1.300324 0.0 0.0 0.0 0.3414
H -3.936548 -2.805759 0.532153 0.0 0.0 0.0 0.4859
H -1.629906 -3.650288 -2.198828 0.0 0.0 0.0 0.3723
H -3.300228 -3.712537 -1.627958 0.0 0.0 0.0 0.4673
H -2.126963 -4.905193 -1.045090 0.0 0.0 0.0 0.3268
F -2.252446 -0.062708 2.207312 0.0 0.0 0.0 -0.2044
C -2.089497 1.044968 1.406625 -0.1 0.2 0.2 -0.1366
F -1.651204 2.011902 2.300945 0.0 0.0 0.0 -0.2895
F -3.387885 1.425952 1.147438 0.0 0.0 0.0 -0.2922
```
Forces are in eV/Å.

The highest occupied orbital energy is -0.1903 Ha. The LUMO energy comes out at 0.0988 Ha. For the energy above the lowest of the compared OMol25 structures with the same formula, charge and spin, the calculation gives 12.8 kcal/mol. Its charge is -1. As for the calculated total energy: -81384.10563 eV.